1.
Computed, not measured: 3 unconnected molecules or ions with the total composition C3H13NO3S at a distorted geometry, with ωB97M-V with the def2-TZVPD basis set.

```
21
Properties=species:S:1:pos:R:3:mulliken_charge:R:1
O -0.87 2.87 -2.13 -0.556
C -1.35 3.02 -0.73 -0.291
N -1.02 1.95 0.13 -0.304
C 0.38 1.51 0.12 -0.498
C 0.65 0.25 0.88 -0.418
S 2.15 -0.67 0.12 -0.210
H 0.05 2.62 -2.20 0.293
H -0.91 4.01 -0.57 0.275
H -2.39 3.20 -0.97 0.289
H -1.72 1.22 0.07 0.301
H 0.76 1.55 -0.94 0.090
H 0.83 2.35 0.65 0.222
H 0.91 0.45 1.92 0.374
H -0.13 -0.52 0.89 0.314
H 2.13 0.29 -0.79 0.128
O -2.80 -1.08 -0.77 -0.623
H -3.22 -1.55 -1.51 0.308
H -2.07 -0.68 -1.26 0.303
O 0.89 -5.94 2.29 -0.635
H 0.83 -5.00 2.11 0.316
H 1.83 -6.09 2.36 0.320
```

HOMO level (Ha): -0.3478
Structure (SMILES): OCNCCS.O.O
Kohn-Sham gap (Eh): 0.36459
ΔE to the lowest compared entry with this formula, charge and spin (kJ/mol): 171.1

---

2.
Computed, not measured: 2 unconnected molecules or ions with the total composition C3H13NSi2 at a distorted geometry, with ωB97M-V with the def2-TZVPD basis set.

```
19
Properties=species:S:1:pos:R:3:mulliken_charge:R:1
C 2.89 -0.32 0.02 -1.309
N 1.53 -0.01 -0.12 0.180
C 0.77 -0.22 1.10 -0.966
Si 0.89 0.85 -1.47 0.239
H 3.36 -0.29 -0.93 0.392
H 3.37 0.45 0.51 0.433
H 3.07 -1.30 0.37 0.427
H 1.51 -0.29 1.88 0.438
H 0.12 0.57 1.41 0.353
H 0.30 -1.25 1.11 0.158
H 1.69 0.20 -2.64 -0.099
H 0.98 2.31 -1.66 -0.123
H -0.60 0.41 -1.42 -0.141
C -3.01 0.54 0.97 -0.701
Si -3.41 -0.71 -0.24 0.307
H -2.84 0.10 1.90 0.279
H -3.54 1.49 0.79 0.252
H -3.66 -0.31 -1.62 -0.069
H -3.43 -2.23 0.00 -0.051
```

HOMO level (Ha): -0.3084
Structure (SMILES): CN(C)[SiH3].C=[SiH2]
Kohn-Sham gap (Eh): 0.31198
ΔE to the lowest compared entry with this formula, charge and spin (kJ/mol): 451.3

---

3.
Computed, not measured: 4 unconnected molecules or ions with the total composition C3H13O3S at a distorted geometry, with ωB97M-V with the def2-TZVPD basis set.

```
20
Properties=species:S:1:pos:R:3:mulliken_charge:R:1
C 1.05 -1.21 1.04 -0.820
C -0.10 -1.09 1.93 -0.064
C -1.28 -0.41 1.24 -0.785
S -1.06 1.35 0.75 -0.576
H 0.86 -1.94 0.18 0.200
H 1.85 -1.72 1.47 0.409
H 1.22 -0.35 0.39 0.106
H -0.63 -2.01 2.33 0.244
H 0.34 -0.45 2.96 0.143
H -2.18 -0.41 1.72 0.403
H -1.50 -1.10 0.38 0.187
H -0.48 -0.25 -2.44 0.457
H -0.68 -1.37 -1.37 0.231
O -0.31 -1.22 -2.30 -0.734
H 0.88 1.91 -0.16 0.165
H 1.70 3.01 -0.82 0.290
O 1.57 2.04 -0.85 -0.698
H 0.30 1.95 -2.45 0.392
H -0.92 1.63 -1.52 0.252
O -0.62 1.63 -2.50 -0.803
```

HOMO level (Ha): -0.1298
Kohn-Sham gap (Eh): 0.26439
ΔE to the lowest compared entry with this formula, charge and spin (kJ/mol): 127.0
Charge: -1

---

4.
Computed, not measured: 4 unconnected molecules or ions with the total composition C3H13O3S at a distorted geometry, with ωB97M-V with the def2-TZVPD basis set.

```
20
Properties=species:S:1:pos:R:3:mulliken_charge:R:1
C -1.85 0.03 -0.77 -0.825
C -1.21 1.35 -1.13 -0.264
C 0.16 1.59 -0.51 -0.786
S 0.07 1.66 1.38 -0.716
H -1.09 -0.76 -0.85 0.032
H -2.64 -0.28 -1.47 0.344
H -2.20 0.02 0.26 0.268
H -1.05 1.45 -2.22 0.287
H -1.79 2.25 -0.94 0.247
H 0.51 2.55 -0.86 0.304
H 0.86 0.78 -0.60 0.205
H 0.93 -3.19 -1.14 0.350
H 0.51 -2.95 -2.59 0.304
O 0.65 -3.65 -1.95 -0.666
H 1.59 1.50 3.28 0.305
H 0.80 0.66 4.24 0.307
O 1.71 0.93 4.07 -0.632
H 2.11 -1.12 0.64 0.308
H 0.58 -1.17 0.74 0.297
O 1.35 -1.67 0.43 -0.670
```

HOMO level (Ha): -0.1144
Kohn-Sham gap (Eh): 0.24506
ΔE to the lowest compared entry with this formula, charge and spin (kJ/mol): 57.8
Charge: -1

---

5.
Computed, not measured: a molecular structure, C3H14B2OSn at a distorted geometry, with ωB97M-V with the def2-TZVPD basis set.

```
21
Properties=species:S:1:pos:R:3:mulliken_charge:R:1
Sn 0.67 -0.83 1.25 1.206
B 2.28 0.12 3.61 0.232
H 2.36 0.78 2.76 -0.142
H 1.25 0.12 3.94 -0.089
H 2.49 -0.87 3.23 -0.175
H 2.95 0.40 4.41 -0.002
B -0.37 2.09 2.21 0.054
H -0.92 2.40 1.34 0.059
H 0.63 1.87 1.89 -0.104
H -0.33 2.88 2.95 0.026
H -0.81 1.22 2.68 -0.138
C -1.92 -1.76 -2.49 -1.083
C -0.81 -0.73 -2.49 0.712
O -0.33 -0.23 -1.48 -0.549
C -0.23 -0.41 -3.82 -0.979
H -2.74 -1.37 -3.09 0.344
H -2.27 -2.11 -1.52 0.292
H -1.55 -2.65 -2.99 0.356
H 0.55 -1.10 -4.13 0.302
H 0.14 0.61 -3.73 0.331
H -1.07 -0.44 -4.51 0.346
```

HOMO level (spin up / spin down) (Ha): -0.5264 / -0.5251
Kohn-Sham gap (spin up / spin down) (Eh): 0.26422 / 0.19941
Charge: +1
Multiplicity: 2

---

6.
Computed, not measured: a molecular structure, C3H14BeNOS at a distorted geometry, with ωB97M-V with the def2-TZVPD basis set.

```
21
Properties=species:S:1:pos:R:3:mulliken_charge:R:1
C 0.98 -2.28 2.21 -0.897
Be -0.69 0.76 -0.67 -2.400
N 0.26 1.65 -1.75 0.595
H 0.52 -2.30 1.22 0.215
H -0.07 1.36 -2.69 -0.047
H -0.08 -0.48 0.43 -0.151
H 2.07 -2.19 2.11 0.266
H 0.73 -3.19 2.77 0.275
H 0.60 -1.40 2.74 0.220
H -0.04 2.61 -1.62 0.069
H 1.29 1.62 -1.76 -0.142
C -4.55 1.14 -1.24 -0.708
S -3.27 1.10 0.03 -0.063
C -3.34 -0.68 0.33 -0.588
O -2.00 1.30 -0.95 0.884
H -5.52 1.10 -0.75 0.194
H -4.42 0.30 -1.93 0.315
H -4.45 2.09 -1.79 0.287
H -3.48 -1.23 -0.60 0.273
H -2.42 -1.01 0.84 0.170
H -4.20 -0.84 1.00 0.233
```

HOMO level (spin up / spin down) (Ha): 0.0000 / -0.0232
Kohn-Sham gap (spin up / spin down) (Eh): 0.11902 / 0.14004
ΔE to the lowest compared entry with this formula, charge and spin (kJ/mol): 0.0
Charge: -1

---

7.
Computed, not measured: 2 unconnected molecules or ions with the total composition C3H14N10P at a distorted geometry, with ωB97M-V with the def2-TZVPD basis set.

```
28
Properties=species:S:1:pos:R:3:mulliken_charge:R:1
C 2.94 0.06 -0.08 0.573
C -1.31 -2.12 -0.18 0.291
C -1.96 1.87 -0.26 0.270
N -0.06 0.35 1.71 -0.878
N 2.06 -0.16 -1.08 -0.267
N -0.62 -1.16 -0.75 -0.855
N 4.25 0.01 -0.44 -0.418
N 2.49 0.54 1.08 -0.292
N -1.45 -3.34 -0.74 -0.403
N -1.96 -1.57 0.86 -0.454
N -2.56 3.00 -0.75 -0.425
N -2.52 0.81 0.34 -0.284
N -0.69 1.47 -0.46 -0.119
P -0.91 0.00 0.46 0.811
H -0.30 0.07 2.62 0.178
H 4.47 -0.61 -1.25 0.251
H 4.85 0.10 0.32 0.247
H 1.45 0.33 1.38 0.369
H 3.05 0.63 1.87 0.256
H -1.54 -3.48 -1.75 0.246
H -1.77 -4.04 -0.13 0.226
H 2.33 -0.28 -2.02 0.209
H -2.74 -2.01 1.29 0.169
H -3.20 3.42 -0.11 0.273
H -1.84 3.58 -1.11 0.247
H -3.52 0.89 0.60 0.222
H 1.15 -0.58 -0.81 0.329
H -0.08 2.24 -0.61 0.228
```

HOMO level (Ha): -0.4286
Kohn-Sham gap (Eh): 0.34689
ΔE to the lowest compared entry with this formula, charge and spin (kJ/mol): 166.5
Charge: +1

---

8.
Computed, not measured: 3 unconnected molecules or ions with the total composition C3H14N2O at a distorted geometry, with ωB97M-V with the def2-TZVPD basis set.

```
20
Properties=species:S:1:pos:R:3:mulliken_charge:R:1
C -0.88 -0.40 0.33 -0.742
C 0.44 -0.20 1.01 -0.353
C 1.46 -1.06 0.38 -0.307
N 3.05 0.20 1.10 -0.691
N -1.03 0.70 -0.89 -0.517
H -0.97 -1.43 -0.02 0.448
H -1.66 -0.49 0.98 0.421
H 0.80 0.86 1.22 0.364
H 0.39 -0.80 2.02 0.272
H 1.92 -0.89 -0.53 0.392
H 1.26 -2.27 0.36 0.373
H 2.67 1.06 0.80 0.327
H 4.03 0.10 0.48 0.388
H 3.17 0.31 2.05 0.288
H -1.03 1.67 -0.56 0.368
H -0.27 0.53 -1.55 0.345
H -2.08 0.45 -1.54 0.490
H -3.73 1.39 -1.84 0.371
H -4.07 -0.20 -2.14 0.387
O -3.45 0.48 -1.67 -0.624
```

HOMO level (Ha): -0.7347
Kohn-Sham gap (Eh): 0.39670
ΔE to the lowest compared entry with this formula, charge and spin (kJ/mol): 428.0
Charge: +2

---

9.
Computed, not measured: 3 unconnected molecules or ions with the total composition C3H14N2O2 at a distorted geometry, with ωB97M-V with the def2-TZVPD basis set.

```
21
Properties=species:S:1:pos:R:3:mulliken_charge:R:1
C -1.23 -0.95 -0.84 -1.325
C 0.09 -0.30 -1.29 0.526
N 0.88 0.24 -0.16 -0.568
C -0.12 0.79 -2.33 -0.801
N 1.10 1.12 -3.06 -0.540
H -1.53 -0.49 0.12 0.330
H -2.05 -0.85 -1.54 0.339
H -1.13 -1.99 -0.52 0.342
H 0.70 -1.09 -1.71 0.150
H 0.78 1.25 -0.13 0.272
H 0.52 -0.12 0.71 0.116
H -0.52 1.71 -1.90 0.306
H -0.84 0.44 -3.06 0.383
H 1.17 0.72 -3.97 0.215
H 1.96 0.97 -2.56 0.249
O 1.28 -0.18 3.94 -0.670
H 2.24 -0.28 4.01 0.305
H 1.09 -0.14 3.00 0.336
O -1.63 -0.02 3.57 -0.649
H -2.02 -0.87 3.77 0.312
H -0.75 0.01 3.95 0.372
```

HOMO level (Ha): -0.3314
Structure (SMILES): C[C@H](N)CN.O.O
Kohn-Sham gap (Eh): 0.35507
ΔE to the lowest compared entry with this formula, charge and spin (kJ/mol): 81.8

---

10.
Computed, not measured: 3 unconnected molecules or ions with the total composition C3H14N2O2 at a distorted geometry, with ωB97M-V with the def2-TZVPD basis set.

```
21
Properties=species:S:1:pos:R:3:mulliken_charge:R:1
N 2.09 -0.09 0.96 -0.717
C 0.75 -0.70 0.60 0.021
C -0.36 0.00 1.34 -1.058
C -1.68 0.18 0.51 -0.067
N -1.79 1.64 0.42 -0.617
H 2.80 -0.80 0.80 0.236
H 2.10 0.04 1.97 0.228
H 0.70 -0.60 -0.49 0.077
H 0.87 -1.76 0.88 0.280
H -0.08 0.99 1.68 0.543
H -0.52 -0.46 2.31 0.347
H -1.47 -0.39 -0.41 0.133
H -2.58 -0.27 0.92 0.308
H -2.48 2.20 -0.06 0.213
H -0.89 2.03 0.17 0.131
O 1.75 1.97 -2.14 -0.663
H 1.54 1.76 -1.21 0.305
H 2.38 1.24 -2.20 0.325
O -1.37 -2.15 -2.12 -0.652
H -0.49 -1.92 -2.40 0.307
H -1.27 -2.91 -1.52 0.321
```

HOMO level (Ha): -0.3271
Structure (SMILES): NCCCN.O.O
Kohn-Sham gap (Eh): 0.34695
ΔE to the lowest compared entry with this formula, charge and spin (kJ/mol): 148.2

---

11.
Computed, not measured: 3 unconnected molecules or ions with the total composition C3H14N2O2 at a distorted geometry, with ωB97M-V with the def2-TZVPD basis set.

```
21
Properties=species:S:1:pos:R:3:mulliken_charge:R:1
N -0.65 -0.60 0.53 -0.399
C 0.59 0.33 0.60 0.375
C 0.33 1.84 0.92 -1.254
C 1.57 0.10 -0.62 -0.600
N 1.31 -1.19 -1.38 -0.373
H -1.38 -0.01 0.16 0.274
H -0.75 -1.34 1.28 0.297
H 1.11 -0.17 1.51 0.238
H -0.23 1.90 1.85 0.434
H -0.22 2.70 0.25 0.324
H 1.30 2.38 1.36 0.347
H 1.29 1.07 -1.20 0.256
H 2.64 0.13 -0.47 0.416
H 1.33 -0.88 -2.36 0.325
H 0.31 -1.43 -1.27 0.331
H 2.85 1.36 -3.50 0.336
H 1.63 2.02 -4.37 0.341
O 2.05 1.15 -4.11 -0.668
H -4.98 -2.34 3.78 0.310
H -4.74 -3.88 3.61 0.325
O -5.35 -3.15 3.43 -0.635
```

HOMO level (spin up / spin down) (Ha): -0.5001 / -0.5001
Kohn-Sham gap (spin up / spin down) (Eh): 0.37926 / 0.17866
ΔE to the lowest compared entry with this formula, charge and spin (kJ/mol): 254.7
Charge: +1
Multiplicity: 2

---

12.
Computed, not measured: 4 unconnected molecules or ions with the total composition C3H14N2O3 at a distorted geometry, with ωB97M-V with the def2-TZVPD basis set.

```
22
Properties=species:S:1:pos:R:3:mulliken_charge:R:1
H 0.07 2.77 0.93 0.254
N 0.21 1.84 0.91 -0.771
C -0.66 1.01 1.33 -0.033
N -0.54 -0.30 0.80 -0.210
C -0.63 -1.32 1.90 -0.432
C 0.79 -1.83 2.44 -1.358
H -1.50 1.06 1.94 0.467
H 0.25 -0.33 0.21 0.268
H -1.17 -2.17 1.22 0.270
H -1.21 -0.88 2.80 0.307
H 0.85 -2.39 3.36 0.416
H 1.41 -1.12 2.76 0.469
H 1.39 -2.39 1.75 0.350
O -0.37 2.85 -1.87 -0.614
H 0.17 2.71 -1.07 0.326
H 0.24 2.29 -2.35 0.256
O 0.39 0.33 -3.65 -0.677
H 1.28 0.72 -3.31 0.343
H -0.38 0.90 -3.38 0.322
O -0.14 -1.54 -1.91 -0.641
H -0.61 -0.67 -1.96 0.362
H 0.17 -1.56 -2.84 0.325
```

HOMO level (Ha): -0.3426
Structure (SMILES): [H]/N=C/NCC.O.O.O
Kohn-Sham gap (Eh): 0.35886
ΔE to the lowest compared entry with this formula, charge and spin (kJ/mol): 275.2

---

Record-wise E values, in eV: -21788.2044; -20563.4653; -20300.3962; -20301.1130; -12551.7242; -18109.5941; -27523.3330; -8345.2225; -10412.9432; -10412.2554; -10402.2550; -12458.3054